Record 1
Computed, not measured: a cluster of 2 separate species, C5H12N2O in total in a non-equilibrium geometry, with wB97M-V/def2-TZVPD.

XYZ file:
```
20
C5H12N2O, DFT wB97M-V/def2-TZVPD
C 3.037 -0.160 0.808
C 1.254 0.309 -0.790
O 2.540 -0.426 -0.482
H 3.259 0.906 0.950
H 3.956 -0.735 0.921
H 2.313 -0.467 1.576
H 0.755 -0.426 -0.121
H 1.127 0.182 -1.864
H 1.331 1.359 -0.494
C -2.002 -1.505 0.521
C -1.799 -0.025 0.432
C -1.563 0.526 -0.935
N -1.801 0.686 1.477
N -1.402 1.779 -1.073
H -1.719 1.682 1.269
H -1.398 2.112 -2.034
H -1.734 -0.172 -1.764
H -2.080 -1.803 1.565
H -2.909 -1.786 -0.021
H -1.164 -2.035 0.058
```

Summary:
Structure (SMILES)   [H]/N=C(C)\C=N\[H].COC
Lowest unoccupied orbital energy   0.2 eV
Total energy   -382.37208 Eh
Gap between HOMO and LUMO   9.765 eV
E_HOMO   -9.558 eV



Record 2
Computed, not measured: a structure of composition C25H43NP2Tl in a non-equilibrium geometry, with wB97M-V/def2-TZVPD.

XYZ file:
```
72
C25H43NP2Tl, DFT wB97M-V/def2-TZVPD
Tl -1.197 -1.501 -2.030
C -1.841 1.893 -0.204
C -2.369 1.080 0.840
C -0.375 1.968 1.565
C -0.607 2.439 0.246
C -1.461 1.122 1.930
C -2.453 2.159 -1.527
H -3.283 1.468 -1.730
H -1.709 2.059 -2.336
H -2.855 3.187 -1.580
C 0.312 3.312 -0.514
H -0.169 3.665 -1.435
H 1.233 2.770 -0.787
H 0.604 4.184 0.090
C 0.810 2.290 2.388
H 0.979 3.380 2.408
H 1.715 1.816 1.971
H 0.673 1.934 3.419
C -1.627 0.434 3.229
H -2.135 1.078 3.968
H -0.648 0.161 3.646
H -2.226 -0.480 3.113
C -3.641 0.322 0.809
H -4.442 0.867 1.335
H -3.525 -0.650 1.308
H -3.980 0.147 -0.221
C 0.160 -4.835 -4.769
C -1.272 -4.902 -5.114
C -2.202 -5.794 -4.298
C -2.090 -5.464 -2.797
C -1.174 -4.221 -2.488
C 0.153 -4.649 -1.837
C 0.700 -5.961 -2.486
C 0.769 -5.990 -4.008
H -1.984 -6.861 -4.460
H -1.756 -6.355 -2.255
H -3.250 -5.619 -4.601
H 0.338 -6.938 -4.377
H 0.839 -4.440 -5.530
H -1.563 -4.708 -6.152
H 1.830 -6.041 -4.306
H 1.703 -6.141 -2.085
H -0.145 -4.938 -0.811
H 0.114 -6.815 -2.131
H -3.104 -5.296 -2.398
H -1.780 -3.683 -1.724
P -1.043 -3.422 -4.145
P 1.916 -3.062 1.189
C 1.352 -3.659 -1.668
C 2.240 -3.961 -0.393
H 1.025 -2.609 -1.654
H 2.011 -3.744 -2.552
H 2.261 -5.043 -0.185
H 3.278 -3.680 -0.631
C 3.019 -2.930 2.582
H 2.470 -2.619 3.482
H 3.791 -2.180 2.363
H 3.498 -3.894 2.794
C 0.252 -3.586 1.658
H 0.243 -4.646 1.942
H -0.421 -3.425 0.809
H -0.102 -2.992 2.505
C 0.065 -2.103 -4.667
H -0.392 -1.109 -4.545
H 0.307 -2.229 -5.730
H 0.997 -2.123 -4.092
C -2.728 -2.752 -4.462
H -3.465 -3.028 -3.692
H -3.084 -3.179 -5.412
H -2.726 -1.655 -4.551
N 1.171 -0.489 -0.038
C 1.575 -1.424 0.547
```

Summary:
Lowest unoccupied orbital energy (spin up / spin down)   -3.7 / -3.7 eV
Total energy   -1887.80638 Eh
Net charge   +1
Gap between HOMO and LUMO (spin up / spin down)   3.557 / 3.542 eV
E_HOMO (spin up / spin down)   -7.236 / -7.222 eV



Record 3
Computed, not measured: the molecule C2H5N3 in a non-equilibrium geometry, with wB97M-V/def2-TZVPD.

XYZ file:
```
10
C2H5N3, DFT wB97M-V/def2-TZVPD
C 1.971 -0.658 1.477
C 0.872 -0.270 1.155
N -0.860 0.349 -1.592
N -0.226 0.398 0.746
N -1.117 -0.245 -0.253
H 2.832 -1.173 1.841
H 0.069 0.141 -1.902
H -1.560 0.005 -2.227
H 0.046 1.347 0.693
H -2.026 0.107 0.063
```

Summary:
Structure (SMILES)   C#CNNN
Lowest unoccupied orbital energy   1.1 eV
Total energy   -243.31180 Eh
Gap between HOMO and LUMO   9.728 eV
E_HOMO   -8.636 eV



Record 4
Computed, not measured: a structure of composition C37H44BrN7O2SiW in a non-equilibrium geometry, with wB97M-V/def2-TZVPD.

XYZ file:
```
93
C37H44BrN7O2SiW, DFT wB97M-V/def2-TZVPD
W 0.204 0.571 0.699
Br -6.192 -2.483 -4.329
C -6.000 -2.856 -2.486
C -5.975 -1.809 -1.567
C -5.823 -2.089 -0.208
C -5.678 -3.408 0.239
C -5.724 -4.451 -0.695
C -5.880 -4.178 -2.057
N -5.487 -3.666 1.615
N -4.302 -4.003 1.874
C -3.439 -2.879 1.994
C -3.646 -1.939 3.002
C -2.850 -0.794 3.061
C -1.822 -0.534 2.136
O -1.119 0.529 2.181
C -1.607 -1.502 1.158
N -0.624 -1.240 0.290
C -0.354 -2.138 -0.675
C -1.035 -3.327 -0.835
C -2.063 -3.600 0.055
C -2.383 -2.683 1.079
H -6.050 -0.774 -1.892
H -5.772 -1.271 0.509
H -5.614 -5.477 -0.355
H -5.893 -4.996 -2.770
H -4.439 -2.076 3.728
H -3.035 -0.061 3.845
H 0.458 -1.856 -1.337
H -0.775 -4.015 -1.628
H -2.619 -4.527 -0.046
C 0.179 4.616 -0.208
C -0.132 3.516 0.771
O -0.558 2.424 0.418
N 0.115 3.867 2.081
C 0.030 2.858 3.119
C 1.298 2.040 3.207
C 2.225 2.268 4.222
C 3.395 1.513 4.244
C 3.611 0.560 3.255
C 2.644 0.402 2.278
N 1.503 1.120 2.232
H -0.337 4.420 -1.151
H 1.257 4.652 -0.384
H -0.165 5.580 0.178
H 0.711 4.664 2.249
H -0.819 2.193 2.924
H -0.165 3.377 4.064
H 2.048 3.018 4.985
H 4.134 1.667 5.025
H 4.511 -0.045 3.245
H 2.762 -0.326 1.481
C 2.046 -1.365 -1.555
Si 2.309 -0.671 0.141
C 2.466 -1.992 1.428
C 3.762 0.511 0.185
C 5.064 0.064 -0.092
C 6.144 0.949 -0.058
C 5.939 2.291 0.253
C 4.654 2.750 0.530
C 3.571 1.867 0.497
H 2.900 -1.970 -1.873
H 1.909 -0.567 -2.291
H 1.156 -2.001 -1.585
H 3.338 -2.626 1.243
H 1.582 -2.637 1.438
H 2.573 -1.559 2.428
H 5.258 -0.979 -0.339
H 7.147 0.589 -0.275
H 6.780 2.978 0.279
H 4.493 3.796 0.773
H 2.579 2.258 0.719
C 1.298 1.574 -3.450
C 1.324 1.424 -1.905
N 0.112 0.743 -1.364
C 0.019 -0.597 -2.015
C -0.053 -0.515 -3.564
N -0.004 0.960 -3.971
C -1.187 1.690 -3.330
C -1.079 1.535 -1.789
H 2.120 1.036 -3.931
H 1.304 2.623 -3.763
H 1.425 2.414 -1.442
H 2.222 0.868 -1.606
H -0.862 -1.129 -1.635
H 0.880 -1.209 -1.720
H -0.989 -0.924 -3.956
H 0.799 -1.007 -4.043
H -0.049 1.045 -4.994
H -2.098 1.232 -3.728
H -1.126 2.736 -3.645
H -1.991 1.062 -1.403
H -1.044 2.528 -1.322
H 0.604 -0.625 1.906
```

Summary:
Lowest unoccupied orbital energy (spin up / spin down)   -5.5 / -5.5 eV
Total energy   -4899.36844 Eh
Net charge   +2
Gap between HOMO and LUMO (spin up / spin down)   5.622 / 5.639 eV
E_HOMO (spin up / spin down)   -11.116 / -11.135 eV